One molecule with the formula C16H32N2 at a distorted geometry. Source: the OMol25 dataset; level of theory: ωB97M-V/def2-TZVPD.

Its total energy is -738.20853 hartree. Its frontier orbital gap is 9.1814 eV. As for the SMILES: CC(C)C(=NCCN=C(C(C)C)C(C)C)C(C)C. As for the relative energy (zero: lowest compared OMol25 entry of this formula, charge and spin): 2.838 eV. For the LUMO energy, the calculation gives 0.8 eV.

ORCA input file:
```
! wB97M-V def2-TZVPD RIJCOSX def2/J DEFGRID3
* xyz 0 1
C -2.51 0.53 -3.05
C -3.05 1.31 -1.86
C -2.72 2.78 -1.90
C -2.61 0.74 -0.56
N -1.34 0.75 -0.16
C -0.82 0.14 1.06
C 0.42 0.95 1.51
N 1.64 0.19 1.85
C 2.61 -0.26 0.94
C 3.76 -1.03 1.43
C 3.30 -2.15 2.49
C 4.83 -0.14 2.13
C 2.31 -0.12 -0.54
C 2.47 -1.39 -1.31
C 3.06 0.95 -1.21
C -3.67 -0.30 -0.06
C -4.43 0.15 1.27
C -3.06 -1.64 0.16
H -1.36 0.45 -3.07
H -2.79 0.83 -4.22
H -2.93 -0.44 -3.02
H -4.11 1.37 -2.00
H -2.99 3.10 -2.92
H -1.65 2.85 -1.72
H -3.40 3.36 -1.28
H -1.54 0.04 1.83
H -0.50 -0.86 0.72
H 0.80 1.58 0.76
H 0.14 1.66 2.33
H 4.28 -1.54 0.62
H 3.91 -3.02 2.56
H 2.32 -2.54 2.15
H 3.14 -1.77 3.50
H 5.73 -0.72 2.42
H 4.49 0.38 3.02
H 5.22 0.67 1.47
H 1.27 -0.03 -0.72
H 3.48 -1.55 -1.60
H 1.91 -2.22 -0.92
H 1.98 -1.19 -2.35
H 2.51 1.26 -2.13
H 3.12 1.90 -0.66
H 4.09 0.56 -1.48
H -4.45 -0.42 -0.80
H -3.81 0.23 2.16
H -4.95 1.13 1.01
H -5.23 -0.57 1.47
H -2.39 -2.02 -0.60
H -2.61 -1.67 1.10
H -3.87 -2.31 0.19
*
```

=====

A 2-piece molecular cluster, C3H10N2O2 overall at a distorted geometry. Source: the OMol25 dataset; level of theory: ωB97M-V/def2-TZVPD.

Its total energy is -380.21630 hartree. Its frontier orbital gap is 9.9718 eV. As for the SMILES: [H]/N=C/O.CCNO. As for the relative energy (zero: lowest compared OMol25 entry of this formula, charge and spin): 3.275 eV. For the LUMO energy, the calculation gives 0.9 eV.

ORCA input file:
```
! wB97M-V def2-TZVPD RIJCOSX def2/J DEFGRID3
* xyz 0 1
H -2.91 -0.10 -1.23
N -2.25 0.04 -0.47
C -1.99 -1.01 0.21
O -1.34 -0.93 1.36
H -2.53 -1.96 0.12
H -0.89 -0.05 1.42
C 2.14 -0.26 0.05
C 0.88 0.02 -0.77
N 0.25 1.28 -0.47
O 0.13 1.44 0.97
H 2.83 0.57 -0.03
H 2.62 -1.16 -0.32
H 1.89 -0.41 1.10
H 0.15 -0.82 -0.58
H 1.10 0.06 -1.84
H -0.83 1.13 -0.71
H 0.75 2.15 1.19
*
```

=====

C51H45GeNO2P2Pd as an isolated structure at a distorted geometry. Source: the OMol25 dataset; level of theory: ωB97M-V/def2-TZVPD.

Its total energy is -5062.90829 hartree. Its frontier orbital gap (alpha / beta) is 7.2704 / 4.7438 eV. As for the relative energy (zero: lowest compared OMol25 entry of this formula, charge and spin): 0.736 eV. Its expectation value of S² is 3.782. For the LUMO energy (alpha / beta), the calculation gives -2.2 / -5.8 eV.

ORCA input file:
```
! wB97M-V def2-TZVPD RIJCOSX def2/J DEFGRID3
* xyz 1 4
Pd 0.03 0.27 0.93
C -0.79 2.00 -1.76
N -0.06 3.19 -1.44
C 1.33 3.03 -1.06
P 1.70 1.87 0.37
C 2.32 2.83 1.78
C 2.51 4.21 1.80
C 2.95 4.84 2.95
C 3.21 4.09 4.09
C 3.03 2.71 4.08
C 2.59 2.09 2.92
C 3.27 1.19 -0.28
C 4.47 1.91 -0.22
C 5.62 1.38 -0.78
C 5.60 0.14 -1.39
C 4.41 -0.58 -1.46
C 3.25 -0.05 -0.91
C -0.66 4.43 -1.54
C -1.50 4.73 -2.63
C -2.04 5.99 -2.74
C -1.76 6.97 -1.78
C -0.95 6.66 -0.69
C -0.40 5.41 -0.56
P -1.76 1.40 -0.25
C -3.11 2.64 -0.24
C -3.45 3.43 0.86
C -4.49 4.34 0.77
C -5.22 4.47 -0.40
C -4.92 3.65 -1.49
C -3.88 2.74 -1.41
C -2.68 -0.03 -0.89
C -3.36 -0.76 0.10
C -4.14 -1.84 -0.26
C -4.23 -2.23 -1.59
C -3.54 -1.52 -2.57
C -2.77 -0.42 -2.22
H -0.11 1.21 -2.06
H -1.52 2.19 -2.54
H 1.78 4.00 -0.87
H 1.85 2.58 -1.91
H 2.30 4.81 0.92
H 3.10 5.91 2.96
H 3.54 4.58 5.00
H 3.23 2.13 4.97
H 2.45 1.01 2.91
H 4.50 2.87 0.28
H 6.55 1.94 -0.72
H 6.50 -0.28 -1.81
H 4.39 -1.56 -1.93
H 2.33 -0.62 -0.95
H -1.68 4.00 -3.40
H -2.66 6.23 -3.59
H -2.18 7.96 -1.90
H -0.76 7.41 0.07
H 0.18 5.14 0.31
H -2.90 3.34 1.78
H -4.74 4.95 1.63
H -6.03 5.18 -0.47
H -5.52 3.71 -2.39
H -3.68 2.09 -2.25
H -3.27 -0.47 1.14
H -4.68 -2.39 0.50
H -4.82 -3.09 -1.87
H -3.62 -1.82 -3.61
H -2.25 0.12 -3.00
O -0.28 3.35 1.51
C -0.51 2.78 2.62
O -0.58 1.54 2.85
H -0.63 3.44 3.49
C -2.77 -3.31 3.89
C -2.86 -4.02 2.70
C -2.04 -3.69 1.63
C -1.08 -2.69 1.75
C -0.98 -2.00 2.97
C -1.83 -2.30 4.03
Ge 0.09 -2.04 0.28
C 1.88 -2.77 0.69
C 2.32 -3.96 0.12
C 3.53 -4.52 0.50
C 4.33 -3.89 1.45
C 3.91 -2.69 2.02
C 2.70 -2.13 1.63
C -0.32 -2.67 -1.53
C 0.08 -1.86 -2.59
C -0.04 -2.29 -3.91
C -0.57 -3.54 -4.18
C -0.99 -4.35 -3.13
C -0.86 -3.92 -1.82
H -3.44 -3.54 4.72
H -3.59 -4.82 2.61
H -2.15 -4.23 0.70
H -0.23 -1.24 3.11
H -1.75 -1.75 4.96
H 1.71 -4.46 -0.63
H 3.86 -5.45 0.06
H 5.27 -4.33 1.75
H 4.53 -2.19 2.75
H 2.38 -1.19 2.07
H 0.51 -0.88 -2.38
H 0.29 -1.65 -4.72
H -0.66 -3.88 -5.20
H -1.40 -5.34 -3.34
H -1.17 -4.57 -1.01
*
```